1.
{
  "formula": "C6H13NO2",
  "method": "ωB97M-V with the def2-TZVPD basis set",
  "e_homo_ev": -9.19,
  "de_lowest_ev": 2.754,
  "e_tot_ev": -12015.971,
  "e_lumo_ev": 0.7733,
  "homo_lumo_gap_ev": 9.96,
  "elements": ["C", "C", "C", "C", "C", "C", "N", "O", "O", "H", "H", "H", "H", "H", "H", "H", "H", "H", "H", "H", "H", "H"],
  "coordinates": [[1.56344, 2.31517, -0.51173], [-1.87838, 0.35019, 1.27749], [-1.21355, -0.79313, -0.83248], [-1.30326, -2.06616, 1.29818], [-1.47803, -0.91804, 0.66503], [1.90359, -0.00360, -0.59737], [1.98918, 1.16156, -1.12533], [1.68207, -0.38417, 0.66292], [2.19765, -1.03342, -1.47354], [2.19820, 3.18089, -0.69054], [1.32055, 2.01263, 0.52517], [-0.99846, 1.12971, 1.33670], [-2.47721, 0.86556, 0.49034], [-2.34265, 0.23725, 2.23437], [-0.37541, -1.45796, -1.10315], [-2.08060, -0.87361, -1.41755], [-0.67834, 0.18926, -1.06812], [-1.45065, -2.01403, 2.37255], [-0.97873, -2.82974, 0.60188], [0.66463, 2.79105, -1.08354], [1.16110, -1.19945, 0.73102], [2.57487, -0.65997, -2.29233]],
  "nbo_charge": [-0.4366, -0.6572, -0.6707, -0.4779, 0.0445, 0.8012, -0.5723, -0.6876, -0.7154, 0.2080, 0.1881, 0.2276, 0.2210, 0.2199, 0.2190, 0.2272, 0.2181, 0.2151, 0.2135, 0.1875, 0.5173, 0.5098]
}

---

2.
{
  "formula": "C19H21NO5",
  "method": "ωB97M-V with the def2-TZVPD basis set",
  "e_homo_ev": -8.12,
  "de_lowest_ev": 2.425,
  "e_tot_ev": -31770.740,
  "e_lumo_ev": 0.7531,
  "homo_lumo_gap_ev": 8.87,
  "elements": ["C", "C", "O", "C", "C", "C", "C", "C", "C", "O", "C", "C", "H", "H", "H", "H", "H", "H", "C", "O", "N", "H", "C", "C", "C", "C", "C", "C", "C", "H", "O", "C", "O", "H", "H", "H", "H", "H", "H", "H", "H", "H", "H", "H", "H", "H"],
  "coordinates": [[-6.36737, -0.30283, 2.28852], [-5.29336, -0.41601, 1.21679], [-4.30721, 0.55798, 1.51638], [-3.17325, 0.69411, 0.78612], [-2.29055, 1.64770, 1.29263], [-1.08088, 1.92633, 0.69282], [-0.71881, 1.23935, -0.45877], [-1.60261, 0.30084, -0.98627], [-2.82103, 0.00828, -0.39589], [-3.71724, -0.89235, -0.90969], [-3.37315, -1.66412, -2.04421], [-2.42038, -2.80974, -1.71677], [-2.24437, -3.40188, -2.61043], [-1.46836, -2.43369, -1.35124], [-2.85651, -3.44710, -0.95113], [-2.96434, -1.02808, -2.83755], [-4.33143, -2.06665, -2.38598], [-1.29243, -0.18568, -1.89705], [0.54879, 1.44843, -1.20827], [0.68335, 1.09745, -2.36777], [1.54503, 2.06252, -0.52175], [1.44751, 2.21197, 0.46861], [2.85881, 2.26503, -1.09222], [3.88995, 1.37680, -0.44457], [5.00315, 1.91180, 0.18201], [5.96121, 1.10680, 0.79640], [5.74974, -0.24867, 0.76452], [4.62637, -0.79626, 0.14012], [3.68610, -0.00779, -0.47113], [2.82578, -0.43227, -0.96119], [4.66360, -2.16057, 0.25660], [5.84789, -2.45729, 0.96367], [6.51722, -1.25718, 1.28528], [5.59846, -2.99962, 1.88994], [6.50184, -3.08847, 0.34021], [6.82881, 1.52554, 1.27748], [5.14244, 2.98229, 0.19157], [2.76231, 2.02154, -2.15522], [3.14351, 3.31689, -0.98947], [-0.45297, 2.69465, 1.11751], [-2.59679, 2.16972, 2.18562], [-5.72267, -0.23126, 0.22652], [-4.85096, -1.41823, 1.22588], [-7.15280, -1.02920, 2.10088], [-6.79531, 0.69588, 2.28129], [-5.93707, -0.48695, 3.26924]],
  "nbo_charge": [-0.6200, -0.0538, -0.5005, 0.2737, -0.2467, -0.1916, -0.1613, -0.2565, 0.2914, -0.5242, -0.0624, -0.6389, 0.2176, 0.2161, 0.2119, 0.1775, 0.1923, 0.2422, 0.6625, -0.6383, -0.6026, 0.3955, -0.2473, -0.0339, -0.2136, -0.2561, 0.2166, 0.3058, -0.2843, 0.2361, -0.4898, 0.2366, -0.4772, 0.1571, 0.1567, 0.2279, 0.2109, 0.2487, 0.1983, 0.2058, 0.2259, 0.1819, 0.1764, 0.2116, 0.2114, 0.2105]
}

---

3.
{
  "formula": "C4H4N2S2",
  "method": "ωB97M-V with the def2-TZVPD basis set",
  "e_homo_ev": -7.57,
  "de_lowest_ev": 3.229,
  "e_tot_ev": -28860.310,
  "e_lumo_ev": -0.2830,
  "homo_lumo_gap_ev": 7.29,
  "elements": ["C", "C", "C", "C", "N", "N", "S", "S", "H", "H", "H", "H"],
  "coordinates": [[-0.40775, 0.50676, 1.84939], [-0.06001, -1.31867, -1.44562], [-0.99241, 1.09058, -0.35210], [1.50088, -0.20695, -0.08164], [-1.07770, 1.08871, 0.97110], [1.07092, -1.10673, -0.95893], [1.15853, -0.29660, 1.60306], [-1.46887, -0.24737, -1.33032], [-0.72323, 0.47934, 2.87685], [-0.26086, -2.19763, -2.03239], [-1.23236, 2.03414, -0.81725], [2.49285, 0.17442, -0.28215]],
  "nbo_charge": [-0.0357, -0.0376, -0.2679, -0.2705, -0.4100, -0.4113, 0.2849, 0.2847, 0.2146, 0.2143, 0.2168, 0.2177]
}

---

4.
{
  "formula": "C27H15F8N4O3PtSSe",
  "method": "ωB97M-V with the def2-TZVPD basis set",
  "e_homo_ev": [-10.15, -11.14],
  "total_charge": 1,
  "spin_multiplicity": 5,
  "de_lowest_ev": 0.015,
  "e_tot_ev": -141499.433,
  "e_lumo_ev": [-3.5527, -5.6529],
  "homo_lumo_gap_ev": [6.60, 5.49],
  "elements": ["Pt", "C", "C", "N", "C", "C", "C", "C", "C", "C", "C", "N", "C", "C", "C", "C", "C", "C", "C", "C", "N", "C", "H", "H", "H", "H", "H", "H", "H", "H", "H", "H", "H", "H", "C", "C", "N", "H", "H", "H", "F", "C", "F", "F", "S", "O", "O", "O", "F", "C", "C", "F", "C", "F", "C", "Se", "C", "F", "C", "F"],
  "coordinates": [[-0.53995, 0.02520, -0.05988], [-3.53449, 1.36982, 2.75468], [-2.92834, 0.95390, 1.56108], [-1.62369, 0.82723, 1.44901], [-0.81788, 1.08615, 2.51797], [-1.35014, 1.46327, 3.75233], [-2.75082, 1.61432, 3.84685], [-0.46654, 1.62842, 4.85049], [0.87450, 1.38336, 4.70266], [1.41390, 1.01302, 3.46461], [0.59605, 0.90781, 2.34568], [0.95873, 0.57152, 1.07540], [2.20377, 0.29397, 0.55370], [3.43175, 0.70102, 1.04100], [4.61719, 0.27707, 0.41721], [4.58448, -0.53976, -0.68059], [3.34342, -0.92894, -1.24561], [3.22850, -1.74500, -2.39371], [1.99166, -2.05534, -2.88228], [0.85455, -1.53842, -2.24252], [0.93958, -0.76762, -1.18214], [2.16391, -0.47657, -0.64895], [-4.60919, 1.46537, 2.79361], [-3.51080, 0.71158, 0.68319], [-3.18987, 1.91046, 4.79093], [-0.87300, 1.91386, 5.81163], [1.53425, 1.45936, 5.55531], [2.46029, 0.76069, 3.41272], [3.49881, 1.37697, 1.87895], [5.56434, 0.60282, 0.82332], [5.50115, -0.88361, -1.14111], [4.12495, -2.12373, -2.86781], [1.86597, -2.68984, -3.74685], [-0.14035, -1.75999, -2.59785], [-3.68335, -2.85158, -1.44068], [-2.80516, -1.72465, -1.20995], [-2.08782, -0.85241, -1.03379], [-4.67400, -2.50093, -1.72431], [-3.73371, -3.42178, -0.51235], [-3.26599, -3.47660, -2.22774], [-0.88819, -4.25455, 3.61228], [-0.78835, -4.45818, 2.29814], [-1.87124, -5.13376, 1.89519], [0.28674, -5.21219, 2.06740], [-0.66629, -2.86179, 1.39915], [0.53797, -2.24764, 1.92691], [-1.89983, -2.17136, 1.74475], [-0.58736, -3.25716, 0.00123], [1.02242, 3.02507, -5.72456], [0.67551, 2.48538, -4.57037], [1.10596, 3.13422, -3.34277], [1.37957, 2.38037, -2.27798], [-0.03592, 4.06533, -3.28621], [0.11650, 5.15268, -4.01942], [-1.33186, 3.55099, -2.93894], [-1.84725, 2.85705, -1.33513], [-1.40531, 2.92465, -4.23028], [-1.75961, 3.58946, -5.31520], [-0.56953, 1.74272, -4.49392], [-0.64061, 0.70828, -3.65450]],
  "lowdin_spin": [0.1110, -0.0140, 0.0176, -0.0028, 0.0412, 0.0035, 0.0183, 0.1430, -0.0053, 0.1346, 0.0034, 0.3242, -0.0026, 0.1030, -0.0054, 0.1052, 0.0015, 0.0139, -0.0129, 0.0137, -0.0064, 0.0328, -0.0011, 0.0006, 0.0007, 0.0066, -0.0031, 0.0072, 0.0050, -0.0024, 0.0050, 0.0006, -0.0010, 0.0005, 0.0012, 0.0070, 0.0056, 0.0004, 0.0003, 0.0000, 0.0001, 0.0008, 0.0001, 0.0001, 0.0007, 0.0044, 0.0031, 0.0027, 0.0447, 0.1942, 0.5654, 0.1513, 0.1826, 0.0574, 0.1942, 0.6089, 0.1755, 0.0548, 0.5597, 0.1489]
}

---

5.
{
  "formula": "C4H5BrN3",
  "method": "ωB97M-V with the def2-TZVPD basis set",
  "e_homo_ev": [-12.15, -14.58],
  "total_charge": 1,
  "spin_multiplicity": 3,
  "e_tot_ev": -78730.144,
  "e_lumo_ev": [-4.5473, -7.2215],
  "homo_lumo_gap_ev": [7.60, 7.36],
  "elements": ["C", "C", "C", "C", "N", "N", "N", "Br", "H", "H", "H", "H", "H"],
  "coordinates": [[-0.37727, 0.97378, 0.96595], [-0.44360, -0.99273, -0.79970], [0.27000, 0.18775, -1.12173], [-0.03828, -0.04350, 1.88432], [0.15247, 1.13516, -0.19651], [-1.33964, -1.46276, -0.17603], [1.07938, 0.38397, -2.20343], [-0.46472, -0.06402, 3.70665], [-0.81624, 1.95610, 1.22401], [0.85432, -0.66361, 1.79286], [-1.40073, -2.35205, 0.28877], [0.81787, -0.16743, -3.03776], [1.70644, 1.10934, -2.32741]],
  "lowdin_spin": [0.1351, 0.3549, 0.1856, 0.4487, 0.2111, 0.2507, 0.1675, 0.1973, 0.0039, 0.0083, 0.0283, 0.0033, 0.0053]
}

---

6.
{
  "formula": "C38H39BF19GeN5O5PS3Ta",
  "method": "ωB97M-V with the def2-TZVPD basis set",
  "e_homo_ev": -13.25,
  "total_charge": 2,
  "de_lowest_ev": 3.173,
  "e_tot_ev": -209887.480,
  "e_lumo_ev": -5.7122,
  "homo_lumo_gap_ev": 7.54,
  "elements": ["Ta", "N", "N", "C", "N", "N", "N", "O", "O", "H", "H", "H", "H", "H", "O", "C", "O", "C", "C", "C", "C", "C", "C", "H", "H", "H", "H", "H", "O", "S", "C", "C", "C", "C", "H", "H", "H", "H", "H", "H", "H", "H", "C", "S", "C", "H", "H", "H", "H", "H", "H", "F", "B", "F", "F", "F", "C", "C", "P", "C", "C", "C", "C", "H", "H", "H", "H", "H", "H", "H", "H", "H", "H", "H", "H", "H", "H", "H", "F", "C", "C", "C", "F", "C", "F", "C", "F", "C", "F", "Ge", "S", "C", "C", "F", "C", "F", "C", "F", "C", "F", "C", "F", "C", "C", "F", "C", "F", "C", "F", "C", "F", "C", "F"],
  "coordinates": [[-0.19785, 0.00663, -0.70308], [1.53460, -1.67076, -3.89302], [2.42266, -2.26795, -2.99404], [2.33135, -2.01633, -1.67677], [3.34557, -2.32965, -0.88097], [1.21506, -1.50965, -1.15952], [1.33177, -0.94643, 0.16141], [1.71733, 0.39519, -0.03720], [1.74285, -1.62606, 1.16894], [1.18874, -2.37686, -4.53185], [2.01602, -0.94784, -4.41918], [3.25817, -2.71697, -3.34099], [4.20505, -2.70918, -1.23868], [3.17559, -2.28151, 0.12610], [1.90368, 2.97523, -1.28493], [1.51707, 2.23283, -2.27723], [0.67860, 1.32517, -2.19187], [2.17359, 2.53025, -3.56592], [3.30500, 3.34249, -3.62732], [3.90489, 3.59260, -4.84976], [3.36988, 3.04976, -6.01048], [2.23431, 2.24980, -5.95407], [1.63994, 1.98411, -4.73343], [3.71881, 3.76484, -2.72260], [4.78761, 4.21494, -4.90022], [3.83531, 3.25684, -6.96484], [1.81041, 1.84723, -6.86430], [0.74334, 1.38342, -4.67298], [0.45115, 3.56659, 2.23081], [1.09029, 3.15345, 0.34085], [1.20001, 4.95710, 0.08280], [2.66613, 5.31138, 0.32619], [3.15098, 4.42722, 1.47289], [2.70849, 2.99847, 1.16022], [0.53265, 5.40098, 0.81353], [0.83747, 5.15798, -0.92200], [2.75631, 6.37149, 0.55918], [3.24488, 5.11968, -0.57738], [2.70817, 4.74730, 2.41495], [4.23420, 4.45924, 1.58239], [2.55828, 2.35751, 2.02398], [3.34147, 2.49938, 0.43142], [-1.74790, 4.79620, 2.97294], [-1.00742, 3.21042, 2.63074], [-0.84737, 2.62266, 4.30115], [-1.09966, 5.35593, 3.64521], [-2.72125, 4.61730, 3.43000], [-1.88572, 5.31426, 2.02763], [-1.85495, 2.49294, 4.69750], [-0.28020, 3.34115, 4.89032], [-0.34849, 1.65808, 4.26518], [-1.31623, 1.63947, -0.63233], [-2.95327, 2.89128, -0.38550], [-3.39377, 2.77224, -1.62780], [-3.53995, 2.21394, 0.58643], [-2.18164, 3.94233, -0.07642], [-2.06398, 1.41144, -4.11168], [-1.68800, -0.06388, -4.20584], [-1.76470, -0.97403, -2.62844], [-1.49773, -2.73991, -3.03942], [-1.75743, -3.14148, -4.49010], [-3.48304, -0.82784, -2.02963], [-4.54437, -1.37446, -2.98196], [-1.89215, 1.89925, -5.07118], [-1.48579, 1.93652, -3.35225], [-3.11771, 1.53477, -3.86665], [-0.67491, -0.20916, -4.58623], [-2.35493, -0.57977, -4.89944], [-2.14966, -3.30000, -2.37152], [-0.48020, -2.98987, -2.74450], [-2.77685, -2.92211, -4.80461], [-1.60674, -4.21552, -4.59689], [-1.08421, -2.63910, -5.18647], [-3.65425, 0.23071, -1.81770], [-3.51253, -1.34397, -1.06663], [-4.53119, -0.86253, -3.94493], [-5.53347, -1.22964, -2.54979], [-4.41732, -2.44275, -3.15661], [-1.40872, -3.48244, 0.01052], [-0.38241, -4.16764, 0.54473], [0.14785, -3.76025, 1.75167], [1.20849, -4.50418, 2.23756], [1.81921, -4.15107, 3.36907], [1.71181, -5.60864, 1.56766], [2.73319, -6.29048, 2.06550], [1.15212, -5.98390, 0.35888], [1.62478, -7.02601, -0.30404], [0.09533, -5.25282, -0.16007], [-0.44604, -5.59858, -1.33036], [-0.48023, -2.12496, 2.61798], [-1.37162, -0.51779, 1.25275], [-2.17135, -2.50750, 3.55879], [-3.01271, -3.55514, 3.21781], [-2.68349, -4.39425, 2.22494], [-4.21496, -3.79333, 3.86070], [-4.98433, -4.81100, 3.49745], [-4.61566, -2.95207, 4.88518], [-5.76197, -3.15961, 5.50628], [-3.81159, -1.88267, 5.24631], [-4.19312, -1.05707, 6.21436], [-2.62062, -1.68144, 4.57717], [-1.89172, -0.60625, 4.93975], [0.71028, -1.35961, 3.96275], [1.35609, -0.13793, 3.86618], [1.15814, 0.68209, 2.81749], [2.17575, 0.34865, 4.86647], [2.75883, 1.54359, 4.72808], [2.36861, -0.39222, 6.02012], [3.15135, 0.06727, 6.97968], [1.71677, -1.60607, 6.16681], [1.87432, -2.31461, 7.27384], [0.89513, -2.05541, 5.14820], [0.25163, -3.21146, 5.33618]],
  "mulliken_charge": [1.2925, -0.3379, -0.3502, -0.2942, -0.2631, 0.2926, 1.7039, -1.1685, -0.8108, 0.3205, 0.2791, 0.1964, 0.2238, 0.1750, -0.8791, 0.2246, -0.2060, 0.0833, -0.3867, -0.8744, -0.4956, -1.0870, -0.1859, 0.4307, 0.4587, 0.4320, 0.4610, 0.7926, -0.9320, 1.5858, -0.9598, -0.3398, -0.6089, -0.4276, 0.2979, 0.5669, 0.5480, 0.0193, 0.1968, 0.5511, -0.3846, 0.5450, -1.4575, 0.9672, -0.6864, 0.4603, 0.5097, 0.3716, 0.5734, 0.4543, -0.3534, 0.2930, 0.6112, -0.1301, -0.1802, -0.1617, -1.2836, -0.7626, 0.5853, -0.1284, -1.6920, -0.1146, -1.3411, 0.4457, 0.0423, 0.4214, 0.2250, 0.7806, 0.6511, -0.0037, 0.3536, 0.4227, 0.3482, 0.1381, 0.3925, 0.3171, 0.4503, 0.2992, -0.6445, -0.4567, 0.5509, 0.0794, -0.2836, 0.2404, -0.3007, 0.6635, -0.3097, 0.2743, -0.3534, 1.7678, -0.9164, -0.0642, -0.1730, -0.2954, -0.0240, -0.2761, 0.7645, -0.2781, -0.0841, -0.2813, 0.1570, -0.2843, 0.1367, -1.0168, 0.5375, 0.2240, -0.2944, 0.4588, -0.2951, 0.1803, -0.2814, 0.7361, -0.3623]
}